No. 1
Entry from the Open Molecules 2025 dataset: an isolated ion of composition C5H7N2OS and charge -1 at a distorted geometry (the ωB97M-V functional and the def2-TZVPD basis).

The strongest force on any atom comes out at 3.182 eV/Å. The energy above the lowest of the compared OMol25 structures with the same formula, charge and spin comes out at 317.4 kJ/mol. As for the calculated total energy: -777.50515 hartree. Its HOMO-LUMO gap (spin up / spin down) is 0.2382 / 0.2379 hartree. Its charge is -1.

Positions of all 16 atoms, in Å:
O (0.33248, 2.39399, -0.40399)
N (0.76838, -0.71166, -0.69836)
S (2.71116, 0.66837, 0.34340)
H (-2.79717, -1.97510, 0.70184)
C (0.30309, 1.44399, 0.43802)
H (-1.52215, -2.67878, 1.56907)
H (-1.50957, -0.17472, 1.60148)
C (-1.65297, -2.01497, 0.65386)
H (0.15294, 1.94366, 1.33537)
C (-0.00889, -0.03927, 0.17434)
H (0.43257, 3.16532, -2.30158)
H (2.71459, -0.61592, -1.52929)
C (-1.02898, -0.69321, 0.76765)
N (0.44087, 2.20084, -1.74696)
C (1.98419, -0.39976, -0.70013)
H (-1.32055, -2.51277, -0.20473)

Need the natural (NBO) charges? In units of e they are: atom 1 (O): -0.269, atom 2 (N): -0.554, atom 3 (S): -0.339, atom 4 (H): 0.193, atom 5 (C): 0.237, atom 6 (H): 0.195, atom 7 (H): 0.165, atom 8 (C): -0.623, atom 9 (H): 0.174, atom 10 (C): 0.104, atom 11 (H): 0.274, atom 12 (H): 0.171, atom 13 (C): -0.235, atom 14 (N): -0.663, atom 15 (C): -0.052, atom 16 (H): 0.222

---

No. 2
Entry from the Open Molecules 2025 dataset: C23H32GeN2Ru as an isolated structure at a distorted geometry (the ωB97M-V functional and the def2-TZVPD basis).

The strongest force on any atom comes out at 4.871 eV/Å. Its multiplicity is 6. As for the calculated total energy: -3175.59154 hartree. As for the expectation value of S²: 8.82. Its HOMO-LUMO gap (spin up / spin down) is 0.2377 / 0.1486 hartree. Its charge is +3.

Positions of all 59 atoms, in Å:
H (3.47890, 0.06510, 1.67570)
C (-4.14680, 2.46630, -0.13770)
C (1.43370, -0.33970, 2.42720)
H (-0.87500, -1.06200, 3.71710)
H (-4.41460, 2.23080, 0.88300)
H (0.00000, 1.82770, 0.00000)
Ge (-2.67170, 0.00000, 0.00000)
H (-0.28700, 1.40950, 3.67620)
H (-4.40420, -0.14980, 1.85430)
H (1.67570, -0.06660, 3.47890)
H (2.28770, 0.76800, -1.94920)
C (-4.26320, -3.74900, -2.38620)
C (-0.35130, 1.34340, 2.56770)
H (-6.23210, -3.00710, -1.92430)
C (-3.29510, -0.12870, 1.83920)
H (-1.71630, 0.21050, -2.62120)
C (-0.91370, -1.01020, 2.60670)
H (-5.29060, 4.28560, -0.12560)
H (0.30050, 2.11920, 2.11930)
H (-1.94970, -0.76680, 2.28770)
C (-4.64850, 3.63620, -0.70660)
H (-3.56920, 4.39200, -4.54580)
N (2.09850, 0.00000, 0.00730)
H (2.18730, 2.00950, -0.66570)
C (-2.88700, -3.54170, -2.24780)
H (-4.72970, 4.88610, -2.44240)
C (-2.97830, 1.94230, -2.21070)
H (-2.18770, -4.24020, -2.68890)
H (-2.93060, 0.74530, 2.41670)
H (1.59000, -1.43560, 2.34290)
C (2.56770, -1.34320, -0.35220)
C (-5.16720, -2.84660, -1.81680)
C (-2.41390, -2.43210, -1.54010)
H (-1.19240, 0.85060, -4.91280)
C (-1.83500, 1.48570, -4.31660)
N (0.00730, 0.00000, 2.09840)
Ru (0.00000, 0.00000, 0.00000)
H (-5.40070, -1.04080, -0.67120)
H (2.11950, -2.11940, 0.29930)
H (-1.34740, -2.27700, -1.43720)
C (2.42740, 0.33880, 1.43390)
C (-3.31810, -1.52780, -0.96960)
C (-2.35130, 2.65900, -4.86500)
C (-3.31410, 1.61000, -0.87260)
C (2.60660, 1.01070, -0.91310)
H (3.67620, -1.40930, -0.28820)
H (-2.90370, -1.06120, 2.29480)
C (-4.32820, 3.97250, -2.02000)
C (-3.17860, 3.48360, -4.10230)
H (3.71710, 1.06260, -0.87440)
C (-4.69580, -1.73640, -1.10880)
H (-0.66700, -2.00910, 2.18740)
H (-2.10880, 2.93100, -5.88420)
H (-1.39020, 1.57990, 2.25310)
C (-3.49750, 3.13770, -2.77960)
H (2.34380, 1.43460, 1.59080)
H (2.25280, -1.57910, -1.39120)
H (-4.62860, -4.60790, -2.93420)
C (-2.14210, 1.12630, -3.00200)

Need the natural (NBO) charges? In units of e they are: atom 1 (H): 0.270, atom 2 (C): -0.036, atom 3 (C): -0.264, atom 4 (H): 0.247, atom 5 (H): 0.238, atom 6 (H): -0.063, atom 7 (Ge): 1.327, atom 8 (H): 0.254, atom 9 (H): 0.298, atom 10 (H): 0.268, atom 11 (H): 0.232, atom 12 (C): -0.156, atom 13 (C): -0.445, atom 14 (H): 0.253, atom 15 (C): -1.055, atom 16 (H): 0.226, atom 17 (C): -0.475, atom 18 (H): 0.268, atom 19 (H): 0.235, atom 20 (H): 0.207, atom 21 (C): -0.104, atom 22 (H): 0.268, atom 23 (N): -0.429, atom 24 (H): 0.237, atom 25 (C): -0.184, atom 26 (H): 0.270, atom 27 (C): 0.191, atom 28 (H): 0.245, atom 29 (H): 0.244, atom 30 (H): 0.236, atom 31 (C): -0.466, atom 32 (C): -0.155, atom 33 (C): -0.252, atom 34 (H): 0.254, atom 35 (C): -0.033, atom 36 (N): -0.471, atom 37 (Ru): 0.990, atom 38 (H): 0.225, atom 39 (H): 0.227, atom 40 (H): 0.175, atom 41 (C): -0.263, atom 42 (C): -0.409, atom 43 (C): -0.053, atom 44 (C): -0.527, atom 45 (C): -0.444, atom 46 (H): 0.267, atom 47 (H): 0.261, atom 48 (C): -0.156, atom 49 (C): -0.183, atom 50 (H): 0.253, atom 51 (C): -0.245, atom 52 (H): 0.222, atom 53 (H): 0.267, atom 54 (H): 0.213, atom 55 (C): 0.044, atom 56 (H): 0.239, atom 57 (H): 0.238, atom 58 (H): 0.255, atom 59 (C): -0.273

---

No. 3
Entry from the Open Molecules 2025 dataset: a 2-piece molecular cluster, C4H14N2 overall at a distorted geometry (the ωB97M-V functional and the def2-TZVPD basis).

The strongest force on any atom comes out at 5.305 eV/Å. The energy above the lowest of the compared OMol25 structures with the same formula, charge and spin comes out at 172.9 kJ/mol. As for the calculated total energy: -270.22970 hartree. The structure (SMILES) is CCN.CCN. Its HOMO-LUMO gap is 0.3595 hartree. Its charge is 0.

Positions of all 20 atoms, in Å:
C (-3.46350, 1.73790, 0.66138)
H (-1.63952, -0.73028, -0.34674)
H (1.04788, -0.28543, 0.53087)
H (-2.70307, 2.15727, 1.28961)
H (4.01746, -2.09373, -1.58319)
H (1.78671, -0.63859, -1.07340)
H (-4.14966, 1.12718, 1.40395)
H (2.30783, 0.73917, -0.14382)
H (-1.75422, -0.04120, 1.20481)
C (3.13376, -1.35807, 0.24102)
H (-3.92679, 2.59309, 0.37981)
H (3.70821, -0.81318, 1.08851)
H (-3.74744, 0.23112, -0.90313)
H (-2.36388, 1.28529, -1.20372)
C (-2.93221, 0.78203, -0.42707)
C (1.98943, -0.26448, -0.04707)
N (-2.24223, -0.32618, 0.27160)
H (2.71670, -2.25021, 0.74757)
N (4.04438, -1.41633, -0.82326)
H (4.17014, -0.43539, -1.26773)

Need the natural (NBO) charges? In units of e they are: atom 1 (C): -0.612, atom 2 (H): 0.352, atom 3 (H): 0.207, atom 4 (H): 0.198, atom 5 (H): 0.374, atom 6 (H): 0.195, atom 7 (H): 0.206, atom 8 (H): 0.199, atom 9 (H): 0.356, atom 10 (C): -0.213, atom 11 (H): 0.209, atom 12 (H): 0.164, atom 13 (H): 0.187, atom 14 (H): 0.171, atom 15 (C): -0.221, atom 16 (C): -0.640, atom 17 (N): -0.844, atom 18 (H): 0.213, atom 19 (N): -0.862, atom 20 (H): 0.362

---

No. 4
Entry from the Open Molecules 2025 dataset: C30H47ClP2Sc as an isolated structure at a distorted geometry (the ωB97M-V functional and the def2-TZVPD basis).

The strongest force on any atom comes out at 4.559 eV/Å. The energy above the lowest of the compared OMol25 structures with the same formula, charge and spin comes out at 237.1 kJ/mol. As for the calculated total energy: -3074.40570 hartree. Its HOMO-LUMO gap (spin up / spin down) is 0.1979 / 0.1983 hartree. Its charge is +1.

Positions of all 81 atoms, in Å:
H (1.02339, -1.40746, -0.52088)
C (-0.30943, 3.11030, 3.29509)
C (-1.65895, -1.46156, 4.52316)
H (0.68365, -2.19448, -7.64460)
H (1.83686, 1.87382, -4.73663)
H (-1.89049, -1.03171, -4.36996)
H (2.01315, 2.21204, -6.44987)
C (0.05250, 1.48923, -5.98448)
H (3.39988, 0.18143, -5.51130)
C (0.51470, -1.30020, -7.01512)
C (0.80057, -1.79937, 3.85323)
C (-0.78031, 2.98446, 4.64037)
H (-1.80452, 3.88813, 6.31311)
C (1.61308, 1.45791, -5.74639)
C (-0.72424, -3.10576, 2.73975)
C (-1.18013, -0.62885, -5.10408)
Cl (-0.08510, 4.65993, 1.04896)
H (-2.33537, -1.64774, 0.28817)
H (-1.79685, -0.40837, 4.22531)
H (3.18795, -2.84275, 1.60157)
C (1.38297, -0.84278, 4.81645)
H (-0.62947, 2.03090, 5.15506)
H (-0.82114, -1.72329, -0.58352)
C (0.33430, 2.03394, 2.60657)
H (-1.41659, -1.46757, 5.59634)
H (-0.31577, 2.18552, -1.61068)
H (3.53986, -3.05928, 3.32795)
C (-1.44880, -1.05894, 0.02922)
H (-2.61164, -1.98327, 4.37085)
C (-0.66556, 1.71351, -0.66970)
H (-1.87840, -4.30083, 1.40226)
C (-3.49932, 0.83941, -0.03972)
H (-1.48528, -1.95944, -6.78640)
C (-0.81713, 0.71287, -5.00309)
H (-3.40954, 1.78528, 0.49368)
C (-1.40242, 4.03648, 5.31144)
H (-0.43871, -2.62163, -5.55900)
H (-1.14045, 2.48650, -0.04580)
H (1.40751, 2.13263, 2.47853)
H (-0.04118, 1.01461, 2.77748)
P (-1.98168, 0.39871, -0.93796)
C (2.38908, 0.14643, -5.94433)
H (0.97538, -1.00931, 5.82602)
H (-0.18699, 2.56083, -5.81641)
H (2.96957, 1.93024, 0.59380)
C (2.13367, 2.22952, -0.04737)
H (-3.79910, 0.02442, 0.62603)
H (2.44186, 2.22977, -1.09377)
C (-0.57848, -2.09350, 3.73142)
H (2.47360, -0.95073, 4.86076)
H (-0.17145, 1.31303, -7.06185)
C (1.88519, -1.08483, -6.37136)
C (-2.00060, -3.71606, 2.32321)
H (3.30064, -1.42721, 2.67654)
C (0.55949, -3.35991, 2.17821)
H (-4.25503, 0.90160, -0.84912)
C (-1.55731, 5.27786, 4.70363)
H (1.65653, -3.99560, 0.47208)
C (1.54631, -0.45141, -0.64389)
H (2.44717, -2.03021, -6.26429)
H (-0.94194, -0.78347, 0.95810)
H (-2.38274, -4.40053, 3.09994)
H (1.15030, 0.19391, 4.52382)
H (0.22767, -0.49355, -7.71560)
H (1.74659, -0.29321, -1.71826)
H (-2.78750, -2.96002, 2.15283)
H (1.79840, 3.22514, 0.23722)
C (-0.50481, 4.40919, 2.70307)
C (-1.13562, 5.43832, 3.37490)
C (2.95192, -2.47076, 2.60560)
H (-2.04619, 6.09107, 5.23438)
C (1.50436, -2.56581, 2.87974)
C (0.87442, -4.36469, 1.14081)
H (-0.01012, -4.58347, 0.54009)
P (0.79020, 1.02110, 0.22458)
H (2.52774, -0.53777, -0.14111)
Sc (0.86132, -0.49713, -4.70532)
C (-0.67518, -1.67550, -6.09822)
H (-1.28017, 1.31052, -4.19883)
H (1.22896, -5.31090, 1.56811)
H (-1.34906, 6.37034, 2.85940)

Need the Löwdin charges? In units of e they are: atom 1 (H): 0.006, atom 2 (C): -0.289, atom 3 (C): -0.040, atom 4 (H): 0.137, atom 5 (H): 0.130, atom 6 (H): 0.120, atom 7 (H): 0.146, atom 8 (C): -0.182, atom 9 (H): 0.126, atom 10 (C): -0.195, atom 11 (C): -0.200, atom 12 (C): -0.032, atom 13 (H): 0.108, atom 14 (C): -0.185, atom 15 (C): -0.189, atom 16 (C): -0.209, atom 17 (Cl): 0.741, atom 18 (H): 0.031, atom 19 (H): 0.075, atom 20 (H): 0.070, atom 21 (C): -0.032, atom 22 (H): 0.105, atom 23 (H): 0.017, atom 24 (C): -0.088, atom 25 (H): 0.085, atom 26 (H): 0.031, atom 27 (H): 0.100, atom 28 (C): -0.350, atom 29 (H): 0.075, atom 30 (C): -0.547, atom 31 (H): 0.073, atom 32 (C): -0.295, atom 33 (H): 0.146, atom 34 (C): -0.215, atom 35 (H): 0.038, atom 36 (C): -0.086, atom 37 (H): 0.135, atom 38 (H): -0.006, atom 39 (H): 0.050, atom 40 (H): 0.031, atom 41 (P): 0.823, atom 42 (C): -0.207, atom 43 (H): 0.090, atom 44 (H): 0.136, atom 45 (H): 0.049, atom 46 (C): -0.291, atom 47 (H): 0.035, atom 48 (H): 0.033, atom 49 (C): -0.216, atom 50 (H): 0.079, atom 51 (H): 0.127, atom 52 (C): -0.232, atom 53 (C): -0.036, atom 54 (H): 0.083, atom 55 (C): -0.226, atom 56 (H): 0.032, atom 57 (C): -0.076, atom 58 (H): 0.062, atom 59 (C): -0.270, atom 60 (H): 0.131, atom 61 (H): 0.019, atom 62 (H): 0.103, atom 63 (H): 0.062, atom 64 (H): 0.124, atom 65 (H): 0.002, atom 66 (H): 0.079, atom 67 (H): -0.023, atom 68 (C): -0.593, atom 69 (C): -0.116, atom 70 (C): -0.034, atom 71 (H): 0.108, atom 72 (C): -0.182, atom 73 (C): -0.060, atom 74 (H): 0.062, atom 75 (P): 0.841, atom 76 (H): 0.045, atom 77 (Sc): 0.881, atom 78 (C): -0.185, atom 79 (H): 0.112, atom 80 (H): 0.088, atom 81 (H): 0.104